1.
Molecular formula: C24H58FN2O8
Method: DFT, the ωB97M-V functional and the def2-TZVPD basis

Results
HOMO, eV: -11.699
Net charge: +1
Orbital gap, eV: 7.555

Structure (XYZ):
```
93
Properties=species:S:1:pos:R:3:forces:R:3
C 6.403120 -2.130160 1.105908 0.2263 0.0992 -0.4838
O 6.070515 -0.931700 1.884099 -0.7227 -0.7976 -1.1982
C 4.981542 -0.256022 1.207326 0.1314 0.1373 -0.2035
C 4.702804 1.208405 1.806774 -0.3416 -0.3901 -0.1372
C 3.164644 1.655034 1.488571 0.9139 -0.4328 0.5208
C 3.003614 3.242245 1.266602 0.0102 -0.4425 -0.3253
C 2.491622 3.667258 -0.192333 -0.2596 0.5794 -0.1570
C 1.104241 2.995237 -0.640210 0.1970 0.2438 -0.3028
C -0.210412 3.777691 -0.103739 -0.0642 -0.5410 -0.6584
C -1.328820 2.805840 0.518925 -0.0038 0.0109 0.3874
C -0.779051 1.794902 1.645798 0.1191 0.6039 0.3197
C -0.550401 0.286334 1.132881 -0.2061 0.5876 -0.5757
C -1.725005 -0.735450 1.536164 0.6729 0.9371 2.3367
N -1.801820 -1.857457 0.492435 1.2362 1.3025 -0.4702
C -0.386998 -2.402681 0.415885 1.9121 -2.3287 3.3474
O 0.043003 -3.005202 1.408066 -1.7411 2.3305 -4.2539
N 0.332064 -2.093054 -0.824832 0.2036 -1.5977 -0.3277
C 0.951234 -3.260738 -1.448670 1.6795 -3.7394 0.3537
O 1.118568 -4.378461 -0.952688 -1.2468 4.6576 -1.9429
F 1.416653 -3.063932 -2.791696 -1.4568 0.6099 3.3396
H 5.460935 -2.698839 0.772657 1.1859 0.8834 0.4875
H 6.981538 -1.781029 0.169472 -0.8500 -0.7355 1.3174
H 7.038755 -2.864171 1.703016 -0.8068 1.3488 -0.5810
H 5.273180 -0.167633 0.088670 -0.6575 -0.0122 1.5454
H 4.062478 -0.956669 1.285085 1.0397 1.2186 -0.1158
H 4.861148 1.202075 2.939223 -0.0956 -0.0478 -1.6029
H 5.440724 1.953106 1.341696 -1.0725 -1.1081 0.6699
H 2.542819 1.311638 2.404172 0.8251 0.4999 -1.5945
H 2.849182 1.024203 0.583730 0.1973 1.0877 1.0968
H 2.262346 3.628656 2.044387 1.0313 -0.3261 -1.0356
H 4.029020 3.730577 1.450447 -1.6550 -0.6127 -0.1803
H 3.278994 3.495204 -1.019564 -1.0708 0.0377 1.4948
H 2.321875 4.807622 -0.165947 0.2964 -1.6500 -0.1162
H 1.120732 1.902569 -0.304511 -0.1502 1.3849 -0.4092
H 1.069473 2.989802 -1.797781 0.0706 -0.0288 1.8681
H 0.102571 4.592979 0.654874 -0.5947 -1.3602 -1.1647
H -0.675242 4.291132 -1.032545 0.8429 -0.6773 1.8483
H -2.123381 3.475888 1.029056 1.1081 -1.1490 -1.0519
H -1.830543 2.159236 -0.302015 0.6651 1.2450 1.1734
H 0.223427 2.215871 2.043278 -1.5701 -0.8133 -0.6247
H -1.506131 1.820314 2.528539 1.0791 -0.3354 -1.1557
H -0.554735 0.336582 -0.026704 0.2212 -0.0556 1.7355
H 0.491783 -0.037065 1.520133 -1.7839 0.0978 -0.6837
H -1.444532 -1.223519 2.544616 -0.6552 0.6607 -1.7730
H -2.746266 -0.238177 1.692435 1.5109 -0.8041 -0.6529
H -2.004540 -1.365023 -0.409665 -0.2329 -0.6098 0.2500
H -2.499725 -2.585795 0.731871 0.1747 0.1455 -0.4482
H 0.970378 -1.287273 -0.738675 -0.4544 -0.3395 -0.1468
C -0.740070 -7.936829 -3.216155 -0.1193 -0.1214 -0.0848
C 0.426724 -8.230373 -2.293005 -0.0648 0.3936 -0.1145
O 1.573193 -7.493940 -2.699043 0.1376 0.0051 -0.0138
H -0.488016 -8.196002 -4.247590 -0.0080 -0.0551 0.1200
H -1.626253 -8.502154 -2.916566 -0.0071 0.0620 -0.0469
H -0.983038 -6.869707 -3.205898 -0.0405 -0.0327 0.0837
H 0.679510 -9.292111 -2.322998 0.1370 0.1549 -0.0059
H 0.184879 -7.961930 -1.259300 -0.1264 -0.1655 0.0525
H 1.345935 -6.555239 -2.661179 0.1168 -0.2103 0.0381
C -2.376166 1.788213 6.266730 0.0455 0.1228 0.0216
C -3.196911 1.108583 5.189338 0.0984 0.0016 0.4487
O -2.370631 0.244634 4.412344 0.1230 -0.3084 -0.3632
H -1.561814 2.366074 5.821622 -0.1252 0.0107 -0.0008
H -2.997050 2.457736 6.866092 0.0749 -0.0604 0.0081
H -1.917233 1.047819 6.928374 -0.1274 0.0360 0.0410
H -3.635607 1.850201 4.518051 0.0867 -0.1779 -0.0925
H -4.006881 0.518826 5.628679 -0.0846 0.1509 -0.0013
H -1.993174 -0.413898 5.011520 -0.0874 0.1987 -0.0685
C -0.855730 0.650117 -4.406429 -0.0554 -0.0381 -0.0930
C -1.224928 0.847973 -2.950687 0.2838 0.1564 -0.3581
O -1.685298 -0.380810 -2.388582 -0.2084 -0.6275 0.6888
H -1.716581 0.289039 -4.974856 0.0335 0.1206 0.0677
H -0.506751 1.584836 -4.850529 0.0076 -0.0891 0.0200
H -0.068281 -0.102906 -4.507301 0.0616 0.1166 0.0127
H -2.025866 1.584052 -2.855828 -0.0002 -0.1916 0.1336
H -0.363677 1.198563 -2.372836 -0.0338 0.1601 -0.0424
H -0.967039 -1.026049 -2.469007 -0.1780 0.2064 -0.1907
C -0.383296 8.539207 -0.612494 0.1039 0.0788 0.0586
C -0.609945 7.746718 -1.884403 -0.2248 0.1717 0.2480
O -0.896086 6.386814 -1.572117 -0.0493 -0.0997 -0.1221
H 0.444880 8.114938 -0.038555 -0.0045 0.0543 -0.1163
H -0.157091 9.583768 -0.838489 -0.0410 -0.0457 0.0740
H -1.268402 8.502008 0.029557 -0.0142 0.1027 -0.0862
H 0.283135 7.768285 -2.512268 -0.1136 -0.1936 0.0314
H -1.445499 8.159310 -2.458080 0.1188 0.1416 -0.0658
H -1.692719 6.376604 -1.024338 0.1803 0.0338 -0.1201
C -3.378895 -5.258706 -2.071677 0.0453 -0.0275 -0.0211
C -4.402904 -4.800948 -1.052826 0.0650 -0.2693 -0.4090
O -4.116339 -3.466737 -0.636853 0.3669 0.6182 0.3502
H -2.370640 -5.215816 -1.649209 -0.0677 -0.1277 0.0529
H -3.581790 -6.281516 -2.395870 0.0709 0.0881 -0.0293
H -3.385289 -4.603723 -2.948246 -0.1047 -0.1056 -0.0343
H -4.378036 -5.443435 -0.170540 -0.0236 0.2431 0.0223
H -5.412589 -4.829463 -1.471621 0.0314 -0.1049 0.0593
H -4.149119 -2.902379 -1.422152 -0.1373 -0.1512 0.1285
```
Forces are in eV/Å.


2.
Molecular formula: CH8N2P
Method: DFT, the ωB97M-V functional and the def2-TZVPD basis

Results
HOMO, eV: -13.239
Net charge: +1
Orbital gap, eV: 9.325
Relative energy (zero: lowest compared OMol25 entry of this formula, charge and spin), eV: 0.731

Structure (XYZ):
```
12
Properties=species:S:1:pos:R:3:forces:R:3
C -0.356943 0.677407 1.941975 -1.5955 1.3341 0.1995
N -0.810783 1.279938 0.896903 -0.4761 -0.0408 -3.5568
N 0.243378 -0.446881 1.906300 0.7669 -2.4854 0.2928
P 0.558231 -0.516665 -2.758403 -0.1533 0.2083 0.8125
H -0.746438 1.129200 2.825068 0.9121 0.2080 1.2637
H -0.885332 0.863191 -0.032974 0.7362 -0.6641 0.3280
H -0.981563 2.241642 0.707384 -0.3835 1.0072 1.3869
H 0.426182 -0.945650 2.803395 -0.1186 0.3683 -1.3725
H 0.367968 -0.908323 0.978564 0.2167 0.2808 1.3209
H -0.269815 -1.016570 -3.759255 -0.1112 -0.1751 -0.2983
H 1.772461 -0.605031 -3.444688 0.1384 -0.1045 -0.1340
H 0.682654 -1.752257 -2.064269 0.0679 0.0632 -0.2426
```
Forces are in eV/Å.


Values for electronic energy, eV, ordered as above
-47895.3202, -13428.2509